A cluster of 8 separate species, C12H41N13O8 in total in a non-equilibrium geometry. Source: the OMol25 dataset; level of theory: wB97M-V/def2-TZVPD.

Structure (ORCA input):
```
! wB97M-V def2-TZVPD RIJCOSX def2/J DEFGRID3
* xyz 0 1
C -4.4956 19.8702 17.9745
C -5.1535 21.0976 18.8121
C -5.3707 22.3203 17.9110
O -6.2063 23.2298 18.5218
C -6.0450 24.4831 17.9733
N -6.3480 20.6985 19.4790
H -4.1465 18.9142 18.3646
H -3.5636 20.1856 17.5055
H -5.1111 19.5646 17.1284
H -4.5640 21.4117 19.6734
H -5.8790 21.9877 17.0059
H -4.4120 22.7416 17.6088
H -6.8397 25.0235 18.4875
H -6.3386 24.4897 16.9236
H -5.0493 24.8943 18.1392
H -6.7164 19.9114 18.9644
H -7.0168 21.4459 19.3596
C -11.4476 22.6556 24.7130
C -12.0243 23.2418 23.4198
O -12.6606 24.5166 23.7079
H -10.6339 21.9854 24.4359
H -12.2669 22.1516 25.2255
H -11.0799 23.3135 25.5005
H -12.7629 22.5000 23.1160
H -11.2697 23.4114 22.6517
H -12.8405 24.9635 22.8776
C -10.3584 24.5517 17.1142
O -9.5144 25.4468 17.1638
N -10.1442 23.3100 16.7458
N -11.6592 24.8001 17.3710
H -10.9395 22.7052 16.8940
H -9.1962 22.9619 16.7561
H -11.9138 25.6903 17.7746
H -12.3801 24.1197 17.1774
C -12.0313 20.8072 20.0262
O -11.9703 21.9373 19.6066
N -12.8766 19.9184 19.7436
N -11.3442 20.3733 21.0138
H -12.8059 19.0404 20.2378
H -13.7387 20.1542 19.2731
H -11.1943 19.4161 21.2991
H -10.8302 21.1268 21.4475
C -5.2502 22.6991 23.2562
O -5.2704 23.0002 24.3684
N -4.6114 23.3058 22.3565
N -5.9064 21.6606 22.8793
H -4.2138 22.7134 21.6416
H -4.1861 24.1779 22.6369
H -6.6034 21.1654 23.4169
H -6.0109 21.5095 21.8862
C -6.6436 27.2568 22.0536
O -6.8320 27.7747 20.9625
N -6.3788 27.9305 23.1126
N -6.9098 26.0178 22.3129
H -6.3442 28.9384 23.1694
H -6.1691 27.4407 23.9706
H -6.9144 25.7865 23.2960
H -7.2620 25.4103 21.5869
C -9.2276 17.8533 21.8163
O -10.2584 17.8190 21.2045
N -8.3710 16.8237 21.7929
N -8.6456 18.9613 22.2876
H -7.5793 16.9452 22.4081
H -8.6084 15.9054 21.4459
H -8.9104 19.8475 21.8819
H -7.6714 18.8190 22.5128
C -8.6787 23.0707 20.9589
O -9.0185 22.3744 21.8040
N -7.6240 23.7250 20.8550
N -9.2506 22.9105 19.7385
H -7.0914 23.6149 20.0039
H -7.0414 23.7552 21.6794
H -10.0786 22.3352 19.7990
H -9.0974 23.4948 18.9291
*
```

Properties
strongest force on any atom = 9.33 eV/A



A cluster of 10 separate species, C12H42F6O9P in total in a non-equilibrium geometry. Source: the OMol25 dataset; level of theory: wB97M-V/def2-TZVPD.

Structure (ORCA input):
```
! wB97M-V def2-TZVPD RIJCOSX def2/J DEFGRID3
* xyz -1 1
P 0.6310 -0.1590 -0.0911
F -0.3904 -1.3637 0.2576
F 1.5376 -1.4065 -0.7399
F -0.1288 0.0490 -1.5444
F 1.8015 0.8720 -0.4818
F -0.2847 1.0336 0.4680
F 1.3038 -0.2851 1.3729
C -1.6612 -3.5800 -1.8950
C -2.8978 -2.7801 -1.4460
O -2.7342 -1.5176 -2.0975
H -0.8295 -2.9540 -2.2188
H -1.9458 -4.1243 -2.8000
H -1.1757 -4.2365 -1.1767
H -2.8275 -2.7322 -0.3534
H -3.8383 -3.2511 -1.7131
H -1.9199 -1.1547 -1.7249
C -0.8041 -2.1497 -5.4824
C -1.0115 -0.6652 -5.1573
O 0.0571 -0.2515 -4.3060
H -1.0122 -2.7528 -4.5999
H 0.1842 -2.4228 -5.8518
H -1.4546 -2.4478 -6.3164
H -1.9679 -0.4512 -4.6802
H -0.8880 -0.1116 -6.0903
H -0.1908 -0.3935 -3.3826
C 3.0837 -2.9731 2.8161
C 2.1154 -4.0921 2.5360
O 0.8327 -3.5487 2.2505
H 3.1760 -2.3639 1.9124
H 4.0612 -3.3627 3.1112
H 2.7115 -2.2785 3.5700
H 1.9922 -4.7898 3.3725
H 2.3997 -4.7429 1.6985
H 0.9570 -2.7769 1.6864
O 3.0285 -0.0287 -3.1617
H 2.4078 -0.3152 -2.4741
H 3.8825 -0.3407 -2.8474
O 2.2174 1.3882 3.9629
H 2.0848 1.2254 3.0209
H 1.3285 1.5682 4.3179
O 2.4631 2.8819 -2.8191
H 1.9839 2.7313 -1.9945
H 3.1845 3.4737 -2.5832
O 1.2595 -4.0743 -0.6101
H 0.3532 -4.0763 -0.2986
H 1.3344 -3.2376 -1.1130
C 0.1325 5.2478 -0.9702
C -0.2654 3.9755 -0.1841
C -1.4936 4.1965 0.6803
O -0.7154 3.0948 -1.2253
H -0.6186 5.6971 -1.6138
H 0.9711 4.9913 -1.6203
H 0.5247 5.9337 -0.2125
H 0.6134 3.6109 0.3511
H -2.4101 4.4667 0.1654
H -1.2972 5.1052 1.2779
H -1.5831 3.4438 1.4610
H -0.8120 2.1912 -0.8944
C -1.0670 0.1156 3.9003
C -0.9979 1.6534 3.9082
C -2.3643 2.3198 3.7445
O -0.3228 2.1301 5.0908
H -0.7959 -0.2716 2.9227
H -2.0713 -0.1618 4.2377
H -0.4636 -0.3561 4.6770
H -0.3928 1.9692 3.0583
H -2.1530 3.3910 3.7230
H -3.0375 2.1398 4.5858
H -2.8389 2.0080 2.8163
H -0.9512 2.0772 5.8178
*
```

Properties
strongest force on any atom = 3.12 eV/A



A structure of composition C12H42O12 in a non-equilibrium geometry. Source: the OMol25 dataset; level of theory: wB97M-V/def2-TZVPD.

Structure (ORCA input):
```
! wB97M-V def2-TZVPD RIJCOSX def2/J DEFGRID3
* xyz 0 1
O 2.4855 1.5844 -0.2488
H 2.7415 0.6629 -0.2886
H 1.6689 1.5853 0.2506
O 0.7151 -0.1793 -1.4680
H 1.2189 0.1958 -0.7457
H -0.0558 -0.5624 -1.0494
O 0.5375 -0.5375 1.0412
H 1.3775 -0.9878 1.1296
H -0.0837 -1.2301 0.8161
O -0.4413 -2.1590 0.2307
H -0.6704 -2.1424 -0.6985
H -0.3977 -3.0896 0.4506
C -1.5832 -2.3473 -3.3360
C -0.2219 -2.4141 -2.6283
O -0.3331 -3.1028 -1.4380
O -1.9819 -3.6889 -3.6368
H -1.6277 -1.8562 -4.3081
H -2.2257 -1.7976 -2.6482
H 0.0321 -1.3840 -2.3784
H 0.5304 -2.9023 -3.2478
H -0.4206 -4.0386 -1.6334
H -2.9405 -3.6863 -3.6890
C -1.1288 3.1453 0.0314
C -0.8511 2.4375 -1.3686
O -0.6306 1.0168 -1.2528
O -2.2624 2.5682 0.5135
H -1.2148 4.2237 -0.1017
H -0.3498 2.8834 0.7474
H -0.0840 2.8396 -2.0305
H -1.7484 2.5127 -1.9829
H 0.0856 0.7383 -1.8282
H -2.3181 1.7396 0.0319
C 4.3773 -1.1537 1.2809
C 3.4180 -0.4676 0.2770
O 2.1033 -0.9446 0.1357
O 3.8790 -1.3948 2.5463
H 5.3577 -0.6922 1.3984
H 4.6348 -2.1068 0.8190
H 3.8204 -0.6480 -0.7198
H 3.3891 0.6071 0.4569
H 2.0306 -1.3923 -0.7104
H 2.9645 -1.6353 2.3809
C -0.3881 1.7469 2.5974
C 0.8631 1.9294 1.7870
C 2.0918 1.4465 2.4860
O 0.6757 1.3554 0.5241
H -0.5851 2.6250 3.2123
H -0.4256 0.9009 3.2838
H -1.2175 1.6748 1.8939
H 0.9558 2.9950 1.5773
H 3.0127 1.8371 2.0530
H 2.2453 0.3796 2.3239
H 2.0611 1.7502 3.5324
H 0.3490 0.4555 0.5956
C -3.6135 -0.0858 -0.8651
C -3.2320 -0.0425 0.5959
C -1.6113 -0.1687 0.7149
O -3.6988 1.1284 1.1283
H -4.6889 0.0344 -0.9961
H -3.2927 -0.8966 -1.5192
H -3.2069 0.8828 -1.1558
H -3.6257 -0.8738 1.1807
H -1.2343 -0.8749 1.4545
H -0.9870 0.7176 0.8285
H -1.1097 -0.5120 -0.1899
H -3.1335 1.3951 1.8570
*
```

Properties
strongest force on any atom = 12.23 eV/A



A cluster of 9 separate species, C12H42O15 in total in a non-equilibrium geometry. Source: the OMol25 dataset; level of theory: wB97M-V/def2-TZVPD.

Structure (ORCA input):
```
! wB97M-V def2-TZVPD RIJCOSX def2/J DEFGRID3
* xyz 0 1
O -0.5053 -2.5624 1.6614
H 0.3223 -3.1407 1.5895
H -0.6255 -2.3642 2.5982
O 1.6217 -0.6012 4.1435
H 1.1794 0.2227 3.9137
H 2.4404 -0.3159 4.5222
O 0.8477 0.2437 0.8370
H 0.5495 -0.4510 1.4888
H 0.6601 1.0596 1.3570
C -3.3480 0.8565 -1.2151
C -2.5120 1.4854 -0.1221
O -2.5842 2.9171 0.0014
O -2.5838 0.8600 -2.4756
H -4.3154 1.4040 -1.2754
H -3.5058 -0.1868 -0.9220
H -1.4088 1.2198 -0.0452
H -3.0541 1.1556 0.8184
H -2.2201 3.4282 -0.7420
H -3.2163 1.1415 -3.1646
C -2.1489 -0.7460 4.4379
C -1.9546 0.2588 3.2971
O -0.7029 0.9214 3.4970
O -1.1846 -1.7829 4.1367
H -3.1634 -1.1491 4.4261
H -2.0012 -0.2413 5.3983
H -2.7205 1.0443 3.3509
H -1.9943 -0.3293 2.3864
H -0.6082 1.7182 2.8858
H -0.4238 -1.6327 4.6650
C 0.9700 0.2225 -3.9129
C 1.6038 1.5213 -4.5392
O 1.4075 2.6602 -3.6821
O 1.5402 0.2374 -2.5665
H 1.3200 -0.6858 -4.4358
H -0.1269 0.2392 -3.8923
H 1.2418 1.8890 -5.4866
H 2.6842 1.3344 -4.6724
H 1.7827 2.4110 -2.8380
H 1.0120 -0.3771 -2.0093
C 1.1147 3.6369 -0.2948
C 0.7499 4.0013 1.1279
O -0.2442 3.0943 1.6877
O -0.0876 3.6950 -1.0396
H 1.5323 2.6072 -0.3515
H 1.8014 4.4162 -0.7594
H 0.3333 4.9866 1.2149
H 1.5634 3.8980 1.8737
H -1.0794 3.1874 1.1462
H 0.0354 3.3259 -1.9278
C 3.2580 -3.1056 0.5330
C 3.6171 -1.7903 -0.0289
O 5.0221 -1.8067 -0.2465
O 1.9002 -3.4276 0.5498
H 3.6537 -3.1932 1.5034
H 3.7338 -3.8289 -0.0791
H 3.2542 -0.9624 0.5924
H 3.1034 -1.6814 -1.0235
H 5.1993 -1.1662 -0.9876
H 1.5574 -3.0083 -0.2893
C -1.8842 -3.3672 -1.7567
C -1.0012 -2.3299 -2.3671
O -0.0737 -1.8508 -1.3142
O -2.7253 -2.7501 -0.8043
H -1.2774 -4.1252 -1.3083
H -2.4375 -3.8615 -2.5484
H -1.5892 -1.4706 -2.7061
H -0.4046 -2.6944 -3.1631
H -0.6483 -1.3632 -0.7243
H -2.2518 -2.9509 0.0765
*
```

Properties
strongest force on any atom = 2.62 eV/A



A cluster of 9 separate species, C12H42O9 in total in a non-equilibrium geometry. Source: the OMol25 dataset; level of theory: wB97M-V/def2-TZVPD.

Structure (ORCA input):
```
! wB97M-V def2-TZVPD RIJCOSX def2/J DEFGRID3
* xyz 0 1
C -8.3162 -18.0497 -6.8765
C -7.4202 -18.7731 -5.8357
C -6.1056 -19.2761 -6.4300
O -7.1616 -17.7687 -4.8423
H -8.7316 -18.7024 -7.6443
H -7.7556 -17.2079 -7.2829
H -9.1708 -17.6121 -6.3605
H -7.9289 -19.5590 -5.2774
H -5.5319 -18.5044 -6.9432
H -6.3227 -20.0477 -7.1686
H -5.4245 -19.7625 -5.7316
H -7.9596 -17.7569 -4.3088
C -9.0456 -13.5477 -7.8610
C -9.7506 -12.5911 -6.8294
C -11.2400 -12.3578 -7.0185
O -9.6038 -13.2543 -5.5950
H -7.9659 -13.5920 -7.7180
H -9.3230 -13.0337 -8.7813
H -9.4548 -14.5556 -7.9297
H -9.2701 -11.6127 -6.8342
H -11.4927 -11.7434 -7.8826
H -11.7286 -11.9632 -6.1276
H -11.7900 -13.2485 -7.3222
H -10.0273 -14.1130 -5.6646
C -2.3658 -17.4923 -4.5587
C -3.7570 -17.7734 -4.0959
C -3.8931 -17.4135 -2.5838
O -4.5645 -16.9225 -4.8292
H -1.6655 -18.1142 -4.0012
H -2.1191 -16.4471 -4.3721
H -2.2259 -17.6541 -5.6276
H -4.0356 -18.8042 -4.3151
H -3.0980 -17.8782 -2.0008
H -4.8582 -17.6679 -2.1459
H -3.9036 -16.3339 -2.4334
H -5.4483 -17.2896 -4.9043
C -5.5906 -10.9887 -6.4566
C -5.3199 -10.2626 -5.1186
C -4.0476 -9.4224 -5.0922
O -6.3615 -9.3744 -4.9124
H -5.7458 -10.2439 -7.2372
H -6.4192 -11.6966 -6.4765
H -4.6177 -11.3924 -6.7368
H -5.3544 -10.9602 -4.2818
H -4.0989 -8.6336 -5.8427
H -3.2014 -10.0502 -5.3713
H -3.9174 -8.9634 -4.1122
H -7.1462 -9.9133 -4.7884
O -4.0128 -14.1633 -4.7518
H -4.2220 -15.0935 -4.8368
H -4.8505 -13.7168 -4.8743
O -5.6928 -15.4294 -8.0591
H -5.9007 -14.6627 -8.5931
H -5.9209 -15.1693 -7.1666
O -8.4362 -11.2267 -4.1608
H -9.0135 -11.7995 -4.6657
H -9.0003 -10.5073 -3.8770
O -7.7033 -13.5802 -2.9884
H -6.9068 -13.5109 -2.4621
H -7.8955 -12.6805 -3.2526
O -6.6580 -14.4810 -5.5316
H -6.7572 -15.0467 -4.7659
H -7.5315 -14.1172 -5.6760
*
```

Properties
strongest force on any atom = 2.44 eV/A



A cluster of 10 separate species, C12H44N12O10 in total in a non-equilibrium geometry. Source: the OMol25 dataset; level of theory: wB97M-V/def2-TZVPD.

Structure (ORCA input):
```
! wB97M-V def2-TZVPD RIJCOSX def2/J DEFGRID3
* xyz 0 1
C 1.1416 0.0772 -1.7491
C 0.6685 1.4758 -1.3128
O 0.6131 1.4150 0.0927
H 0.4981 -0.7647 -1.4969
H 2.1288 -0.2365 -1.3162
H 1.3303 0.1702 -2.8405
H -0.3158 1.7277 -1.7457
H 1.2605 2.2818 -1.6726
H -0.0592 1.9962 0.4187
C -3.6144 0.4099 -0.6154
C -2.4411 -0.4484 -0.1264
O -2.7708 -1.6697 -0.7570
H -3.7396 0.4310 -1.6791
H -3.4773 1.4317 -0.2655
H -4.5794 0.1059 -0.1713
H -2.5504 -0.4560 0.9477
H -1.4142 -0.0399 -0.3954
H -1.9719 -2.2082 -0.6919
C -0.8454 -3.9487 0.2334
O -0.6792 -3.8684 1.6522
N -1.4719 -4.9404 -0.3174
N -0.3091 -3.0908 -0.5515
H -1.6563 -5.8216 0.1921
H -1.5056 -5.0362 -1.3413
H 0.1422 -2.2895 -0.0559
H -0.1860 -3.2172 -1.5910
C 2.1877 4.0356 1.4779
O 1.4723 4.4870 0.3506
N 2.5007 2.7954 1.7127
N 2.5341 4.8138 2.4264
H 1.9125 2.0660 1.2562
H 2.9670 2.4939 2.5739
H 1.9993 5.7101 2.4600
H 3.0899 4.5030 3.2200
C -2.1445 3.8793 0.9225
O -1.5400 2.6735 1.1033
N -3.3575 4.1664 1.0861
N -1.4732 4.8860 0.4446
H -4.0604 3.5895 1.4772
H -3.6570 5.1415 1.3093
H -0.4342 4.8374 0.3486
H -1.9270 5.7259 0.1489
C 2.1095 -1.6738 1.3322
O 3.2493 -1.3144 0.6801
N 0.9821 -1.1436 1.1086
N 1.9491 -2.5652 2.2159
H 0.1842 -1.2166 1.7851
H 1.0209 -0.2723 0.5588
H 2.8913 -3.0106 2.5497
H 1.0651 -2.9975 2.5356
C 5.6653 0.9823 1.4573
O 6.3889 -0.2038 1.5545
N 4.4573 1.0804 0.9576
N 6.1518 2.1022 2.0171
H 3.9752 0.2066 0.6577
H 3.9080 1.9074 1.0338
H 7.1223 2.0561 2.3299
H 5.8757 3.0523 1.7737
C -1.1909 -3.9384 -3.5505
O -0.2835 -2.9708 -3.1645
N -1.1197 -5.1307 -3.0089
N -2.3672 -3.7629 -4.1662
H -0.2076 -5.5499 -2.7917
H -1.8636 -5.8537 -3.2122
H -2.5825 -2.7177 -4.2920
H -2.9458 -4.4878 -4.7380
C -2.3030 0.2229 -3.8704
O -2.7885 -1.0809 -3.7626
H -1.5545 0.3160 -4.6798
H -1.7641 0.3780 -2.9074
H -3.0988 0.9521 -3.9602
H -3.1019 -1.2643 -2.8812
C -0.7295 0.0712 3.3628
O -0.5371 -1.3021 3.4966
H -1.5729 0.3540 3.9295
H -0.8469 0.3379 2.3101
H 0.0807 0.6675 3.7195
H -0.4842 -1.5205 4.4575
*
```

Properties
strongest force on any atom = 9.29 eV/A



A cluster of 10 separate species, C12H44N2O10 in total in a non-equilibrium geometry. Source: the OMol25 dataset; level of theory: wB97M-V/def2-TZVPD.

Structure (ORCA input):
```
! wB97M-V def2-TZVPD RIJCOSX def2/J DEFGRID3
* xyz 0 1
C 3.6351 -0.3155 2.7130
C 4.5411 -0.9645 3.7160
O 4.5791 -2.3525 3.5750
H 3.9371 -0.6825 1.7180
H 3.7731 0.7575 2.7560
H 2.5881 -0.5105 2.8600
H 4.1961 -0.8085 4.7770
H 5.6331 -0.7245 3.4980
H 5.5071 -2.6355 3.6480
C -0.0389 0.9645 2.3460
C 0.6401 1.1825 1.0050
O -0.1859 0.6955 -0.0330
H -1.1289 0.9645 2.3620
H 0.4271 1.5075 3.1260
H 0.1961 -0.1055 2.5360
H 1.6871 0.8575 0.9140
H 0.5261 2.2625 0.8330
H -1.0229 1.1935 -0.0660
C 0.9541 1.3265 -3.3890
O 0.6551 2.6255 -3.1190
N 1.1861 1.0685 -4.6600
N 0.9951 0.3125 -2.5360
H 1.0311 1.6985 -5.3920
H 1.8431 0.3275 -4.9710
H 0.6631 0.5615 -1.5390
H 0.9531 -0.6265 -2.9020
C -2.1679 -1.6395 1.5620
O -2.7349 -2.9265 1.7140
H -2.8209 -0.8365 1.1850
H -1.3269 -1.6605 0.8580
H -1.6989 -1.2345 2.4630
H -2.8739 -3.3385 0.8480
C -2.5869 1.4205 -3.7420
O -3.9449 1.1145 -3.9440
H -2.2719 2.4295 -4.0490
H -1.8599 0.8365 -4.3840
H -2.2359 1.3725 -2.7250
H -4.4969 1.4255 -3.2180
C -2.4759 2.9275 -0.0360
O -2.8109 1.5705 -0.1030
H -1.6259 3.1825 -0.6080
H -2.2929 3.1405 1.0420
H -3.3359 3.4825 -0.4610
H -3.6219 1.4435 0.3430
C 1.6691 -2.3675 0.7090
O 1.3551 -3.6575 0.3280
H 1.2931 -2.2225 1.6970
H 1.1591 -1.6235 0.1320
H 2.7051 -2.2445 0.4960
H 1.3251 -3.7055 -0.6400
C -1.9179 -1.5585 -2.1980
O -1.1699 -2.5985 -1.7570
H -2.7469 -1.9445 -2.7770
H -1.3319 -0.8615 -2.8190
H -2.2729 -0.9545 -1.2920
H -1.6659 -3.2265 -1.3010
C -3.6869 1.4875 3.4260
O -4.3749 0.5595 4.2600
H -2.7489 1.7585 3.9350
H -4.3199 2.3815 3.2450
H -3.4849 0.9665 2.5160
H -3.8099 -0.1695 4.4570
C 4.2131 -0.3255 -2.3010
O 3.4401 0.0175 -1.2000
H 5.2301 -0.4905 -1.9880
H 4.0251 0.4575 -3.0360
H 3.8921 -1.2745 -2.7220
H 2.6361 0.3035 -1.6880
*
```

Properties
strongest force on any atom = 7.73 eV/A



Calculated values (eV) of E for the records, taken in order: -48861.2773, -57154.3050, -37666.7250, -43835.3854, -31552.6181, -51512.1798, -36607.4411.
Calculated values (eV) of Kohn-Sham gap for the records, taken in order: 9.482, 9.642, 8.185, 10.433, 9.578, 8.121, 9.714.
Calculated values (g/mol) of molar mass for the records, taken in order: 495.54, 475.42, 378.46, 426.45, 330.46, 516.56, 376.49.